Density functional theory data (ωB97M-V/def2-TZVPD) for a 2-piece molecular cluster, C2HClF4 overall.

Element x y z (Å)
C -1.34491 0.14792 -0.02190
C 1.28737 -0.14872 0.18691
F -1.51700 -0.32309 -1.30280
F 1.45998 -0.86834 -0.96322
F 1.46886 -0.86598 1.28870
F 2.05036 0.90783 0.17297
Cl -1.66065 1.85203 0.09207
H -1.74400 -0.70165 0.54726

Orbital gap (alpha / beta): 9.417 / 8.890 eV
Largest force on an atom: 2.394 eV Å⁻¹
Total charge: 0
HOMO energy (alpha / beta): -9.80 / -9.30 eV
ΔE to the lowest compared entry with this formula, charge and spin: 91.2 kcal/mol